# 1
A cluster of 2 separate species, C9H14 in total in a non-equilibrium geometry, computed with ωB97M-V/def2-TZVPD.

XYZ file:
```
23
Properties=species:S:1:pos:R:3:lowdin_charge:R:1
C 2.09832 1.29694 1.89035 -0.11
C -0.03471 0.95503 0.75365 -0.25
C -0.12486 -0.25902 1.46846 -0.07
C -2.10121 -1.70399 -4.39455 -0.14
C 0.77689 -0.57940 2.44277 -0.12
C 1.87731 0.20167 2.74347 -0.08
C -0.79993 1.15593 -0.52511 -0.06
C 1.16160 1.67117 0.98121 -0.08
C -1.56189 -1.83998 -2.90029 -0.17
H -1.34012 -2.88979 -2.76429 0.05
H -2.35395 -1.59503 -2.16028 0.07
H -1.64732 0.49987 -0.39010 0.06
H -2.08608 -0.60626 -4.45959 0.07
H -0.71812 -1.19161 -2.80428 0.03
H -0.13838 0.89156 -1.35595 0.08
H 1.12049 2.62017 0.46658 0.11
H -2.96792 -2.34415 -4.38155 0.05
H -0.90650 -0.99974 1.30124 0.11
H 0.62068 -1.56373 2.91847 0.11
H 2.83886 2.07386 2.16106 0.11
H -1.36724 -2.14706 -5.04656 0.05
H 2.73027 -0.09695 3.34505 0.10
H -1.15629 2.14719 -0.80043 0.08
```

Values from the calculation:
Frontier orbital gap in eV: 9.89
HOMO in eV: -8.95

# 2
A cluster of 2 separate species, C3H9N3O2 in total in a non-equilibrium geometry, computed with ωB97M-V/def2-TZVPD.

XYZ file:
```
17
Properties=species:S:1:pos:R:3:lowdin_charge:R:1
O 1.53032 1.16446 -0.19050 -0.09
O -1.57976 -1.72303 -0.77986 -0.05
N 1.25503 -0.02202 0.33854 -0.10
N -0.95756 0.18314 0.92098 0.00
N -0.18178 -1.47545 -0.60661 -0.17
C 0.24277 -1.08534 -1.83334 -0.10
C -0.66191 1.18889 1.82476 -0.23
C -0.02000 -0.49278 0.24810 -0.45
H 0.57519 -1.87371 -2.57465 0.10
H -2.04908 -0.87071 -0.42661 0.13
H -0.14062 0.63322 2.84683 0.15
H 1.90719 -0.73120 -0.17223 0.17
H -0.72480 -0.74074 -2.35043 0.11
H 1.75195 1.86937 0.47883 0.14
H -0.34140 2.37551 1.55038 0.13
H -1.61693 1.42689 2.34036 0.04
H 1.01141 0.17348 -1.61452 0.23
```

Values from the calculation:
Frontier orbital gap in eV: 9.73
HOMO in eV: -9.21

# 3
A structure of composition C20H25BrF6KN8O4S3 in a non-equilibrium geometry, computed with ωB97M-V/def2-TZVPD.

XYZ file:
```
68
Properties=species:S:1:pos:R:3:lowdin_charge:R:1
Br -2.40653 -4.29694 -1.51230 0.71
K 1.50741 0.07984 1.45758 0.62
S 0.34324 0.46743 4.37129 0.47
S 3.29648 -2.64340 0.76559 0.58
S 4.84705 -0.49250 1.38713 0.58
F 3.93910 0.22489 3.75129 0.13
F 5.59457 1.40287 2.99777 0.13
F 2.88990 -4.22396 2.84147 0.15
F 4.53085 -4.83183 1.56497 0.14
F 2.48504 -5.10036 0.90069 0.13
F 5.94990 -0.58782 3.78039 0.14
O 1.92999 -2.20161 0.85454 -0.43
O 3.83996 -2.85691 -0.54517 -0.27
O 3.85289 0.38400 0.80415 -0.41
O 6.15297 -0.50955 0.80434 -0.26
N 0.66758 -0.53447 -1.47026 0.14
N -0.87145 -2.25309 1.69920 0.10
N -2.24953 0.75111 4.80225 0.02
N 4.25869 -1.89959 1.76912 -0.29
N 1.09814 2.35559 -0.23230 0.09
N -1.40326 0.07274 -2.28448 -0.08
N -0.66456 1.82761 1.88868 -0.05
N -1.60941 1.67600 2.85008 -0.05
C -2.64659 1.19849 -4.14099 -0.07
C -3.23630 -2.32908 2.02832 -0.05
C 5.09198 0.16600 3.09038 -0.68
C 0.47889 -0.06731 -3.86731 -0.01
C -0.87494 2.80620 1.09504 -0.15
C -1.95469 -1.95030 2.40879 -0.12
C -3.39983 -3.05567 0.86033 -0.13
C -3.00463 1.14153 -0.71192 -0.07
C -1.21008 1.01289 3.91927 -0.99
C -0.00442 3.08977 -0.04844 -0.27
C -2.36899 -0.08160 -3.36140 -0.24
C 1.86971 2.62487 -1.27722 -0.14
C -1.94639 0.07202 -0.92861 -0.20
C 3.31050 -4.29445 1.58147 -0.68
C -1.01891 -2.94109 0.57278 -0.20
C 1.59648 3.62385 -2.20131 -0.08
C -0.35495 4.12106 -0.92664 -0.04
C -0.07179 -0.22132 -2.46573 -0.43
C -2.26477 -3.35885 0.13089 -0.70
C 0.45322 4.38706 -2.01555 -0.08
H 2.26722 3.79524 -3.03252 0.10
H -2.99330 1.98649 -3.47235 0.06
H -4.08597 -2.05020 2.63698 0.10
H 1.62650 -0.67240 -1.77644 0.06
H -1.73521 3.46260 1.24251 0.11
H -3.27188 1.17194 0.34581 0.07
H -4.37708 -3.37058 0.51922 0.10
H 2.75576 2.00525 -1.37819 0.11
H -1.25580 4.69327 -0.74349 0.11
H -3.41297 1.02520 -4.90046 0.07
H -0.18857 -0.42521 -4.64898 0.06
H -3.05016 1.35387 4.68077 0.07
H -2.62709 2.12533 -0.99683 0.06
H -2.37263 -0.91232 -0.70069 0.10
H -3.91451 0.94637 -1.28564 0.07
H 0.19663 5.17919 -2.70846 0.10
H 0.66860 0.99269 -4.05311 0.08
H -2.05555 -0.87788 -4.04025 0.11
H -1.79050 -1.38160 3.31652 0.07
H -1.94722 0.60386 5.75027 0.05
H -0.12051 -3.13958 0.00106 0.09
H -3.29731 -0.43878 -2.91037 0.11
H -1.11464 0.22097 -0.24523 0.08
H 1.42042 -0.60653 -3.94756 0.08
H -1.74681 1.55874 -4.64076 0.06
```

Values from the calculation:
Frontier orbital gap in eV: 6.78
HOMO in eV: -4.59
Charge: -1

# 4
The molecule C26H28N2O8S2 in a non-equilibrium geometry, computed with ωB97M-V/def2-TZVPD.

XYZ file:
```
66
Properties=species:S:1:pos:R:3:lowdin_charge:R:1
S -2.42074 -0.04805 2.65873 0.68
S 1.72007 -1.38417 -3.91064 0.62
O -0.35106 -2.22332 0.10772 0.14
O -1.16619 3.03643 4.33802 0.16
O 1.24666 -0.41501 -4.85635 -0.29
O -2.11100 -1.15711 1.79150 -0.27
O 1.23119 -2.72955 -4.02354 -0.29
O 0.95515 -0.47307 0.58176 0.12
O -1.48032 0.26351 3.69227 -0.25
O -3.26897 2.30222 4.33633 0.09
N -2.63694 1.30002 1.74355 -0.18
N 1.49597 -0.78783 -2.36689 -0.17
C -2.17912 2.59176 2.22001 -0.17
C -0.77222 0.07717 -1.92140 -0.19
C 5.43203 -2.81756 -0.10932 -0.09
C -1.43507 -0.92868 -2.61431 -0.01
C 1.51502 2.49074 1.37621 -0.07
C 2.85032 -2.18918 -0.91961 -0.19
C -2.73574 -1.25538 -2.27693 -0.05
C -4.01891 -0.43227 3.41014 -0.09
C 0.55606 4.44297 0.36900 -0.08
C -0.81917 2.96824 1.68190 -0.20
C 5.00578 -1.49933 -0.10969 -0.07
C 3.72048 -1.18489 -0.51255 -0.03
C 3.52346 -1.43293 -4.03562 -0.10
C 0.28606 2.15995 1.91807 -0.04
C 1.65191 3.62809 0.59773 -0.08
C 1.44988 -1.83595 -1.35621 -0.20
C -1.43625 0.76228 -0.91479 0.03
C 4.56651 -3.82153 -0.50942 -0.08
C 3.27875 -3.50965 -0.91181 -0.03
C -0.67543 4.11368 0.90823 -0.04
C -2.73719 0.43234 -0.56481 -0.20
C -2.25562 2.58642 3.74725 -0.52
C -3.38197 -0.58747 -1.25032 -0.04
C 0.65617 -1.40706 -0.11415 -0.48
C -3.43589 1.18535 0.54038 -0.12
C 0.66877 0.39336 -2.22773 -0.13
H -0.92338 -1.45769 -3.40510 0.10
H 0.95470 -2.71847 -1.77839 0.14
H -3.84710 -1.25727 4.08920 0.07
H 2.61029 3.88296 0.16907 0.10
H -4.35447 0.44475 3.94798 0.05
H 6.43570 -3.06238 0.20534 0.10
H -0.94108 -1.89703 0.83648 0.08
H 3.89672 -2.17910 -3.34808 0.05
H 4.89424 -4.85055 -0.50795 0.10
H 0.74666 0.91046 -3.18743 0.12
H -3.67206 2.19605 0.19393 0.14
H -1.52961 4.75053 0.72174 0.11
H -2.91429 3.34780 1.90302 0.17
H 0.65672 5.33296 -0.23467 0.10
H 2.60277 -4.29026 -1.22781 0.12
H -4.39191 -0.86220 -0.98187 0.11
H -1.24934 2.96966 5.30335 0.15
H -0.92093 1.54169 -0.37585 0.11
H 0.17742 1.26717 2.50994 0.10
H -4.38027 0.68513 0.78347 0.12
H 3.77264 -1.68946 -5.05748 0.07
H 5.67746 -0.71574 0.20870 0.10
H 3.89216 -0.44807 -3.78559 0.07
H -4.70686 -0.72615 2.62971 0.06
H 1.08532 1.02907 -1.43964 0.12
H 2.35996 1.84560 1.55709 0.11
H 3.37512 -0.16354 -0.50807 0.11
H -3.24569 -2.04372 -2.80929 0.11
```

Values from the calculation:
Frontier orbital gap in eV: 9.49
HOMO in eV: -9.02

| no. | DFT total energy (Eh) |
| --- | --- |
| 1 | -351.2812 |
| 2 | -434.1555 |
| 3 | -6483.9825 |
| 4 | -2515.4043 |